63
Properties=species:S:1:pos:R:3:mulliken_charge:R:1 method="wB97M-V/def2-TZVPD" charge=+2 gap_ha=0.25100 homo_energy_ev=-13.6999
Sn 0.2607 0.2865 -0.4638 0.729
C -3.2304 -0.7709 -1.6642 -0.829
C -2.7287 -1.0669 -3.0705 -1.044
S -0.9747 -1.4728 -3.2182 0.177
C -0.8515 -3.2346 -2.8254 -0.945
C -1.0247 -3.6514 -1.3590 -0.919
S -0.7284 -2.2715 -0.2255 0.318
C -0.8585 -3.0812 1.3882 -1.227
C -0.6279 -2.0843 2.5269 -0.724
S -1.0295 -0.3616 2.1497 0.089
C -2.7808 -0.4301 1.6876 -0.585
C -3.1187 0.7065 0.7319 -1.021
S -2.3659 0.6451 -0.9272 0.158
H -3.1260 -1.6212 -0.9972 0.335
H -4.2815 -0.4802 -1.7187 0.654
H -2.8478 -0.1856 -3.7022 0.376
H -3.3353 -1.8569 -3.5145 0.578
H 0.1507 -3.4859 -3.1732 0.401
H -1.5481 -3.7870 -3.4553 0.555
H -0.3429 -4.4672 -1.1208 0.548
H -2.0436 -3.9923 -1.1701 0.505
H -0.1357 -3.8934 1.4487 0.586
H -1.8592 -3.5109 1.4399 0.549
H 0.4299 -2.0412 2.7873 0.312
H -1.1682 -2.4072 3.4149 0.550
H -3.3969 -0.3171 2.5799 0.532
H -3.0061 -1.3964 1.2387 0.265
H -2.8179 1.6720 1.1407 0.419
H -4.1940 0.7493 0.5552 0.631
C -0.0940 4.3152 1.2956 -0.771
C 0.8665 4.2208 2.2923 -0.994
C 1.6261 3.0690 2.4325 -0.748
C 1.4256 1.9860 1.5771 -0.235
C 0.4372 2.0836 0.5962 0.869
C -0.3128 3.2376 0.4460 -0.925
C 2.2545 0.7507 1.6582 1.465
C 3.3535 0.6698 2.5345 -1.295
C 4.1317 -0.4488 2.5440 -0.974
C 3.8796 -1.5013 1.6389 1.049
C 4.7135 -2.6403 1.5631 -0.879
C 4.4915 -3.5963 0.6156 -0.784
C 3.4350 -3.4341 -0.3022 -1.135
C 2.5973 -2.3530 -0.2367 -0.357
C 2.7874 -1.3690 0.7560 0.246
N 1.9625 -0.2639 0.8407 0.762
H -0.6685 5.2253 1.1821 0.490
H 1.0350 5.0542 2.9608 0.440
H 2.3715 3.0388 3.2136 0.442
H -1.0552 3.3249 -0.3405 0.515
H 3.5841 1.4956 3.1866 0.459
H 4.9759 -0.5233 3.2195 0.470
H 5.5424 -2.7254 2.2556 0.450
H 5.1378 -4.4606 0.5455 0.434
H 3.2971 -4.1713 -1.0837 0.501
H 1.8215 -2.2307 -0.9736 0.456
C -1.0878 2.3559 -4.0115 -1.202
O -0.3136 1.5196 -3.1111 0.176
C 0.9165 1.1821 -3.5232 0.373
S 1.6544 1.5730 -4.8950 -0.142
S 1.7849 0.2331 -2.3032 -0.253
H -1.9999 2.5895 -3.4718 0.220
H -1.2962 1.8053 -4.9257 0.459
H -0.5307 3.2594 -4.2447 0.443

***

66
Properties=species:S:1:pos:R:3:mulliken_charge:R:1 method="wB97M-V/def2-TZVPD" charge=+1 gap_ha=0.22632 homo_energy_ev=-11.2756
Au 0.6047 -0.4390 -0.1479 0.586
S 0.4060 -4.7900 -0.4994 -0.186
C -0.8287 -4.3267 0.5957 -0.404
C -0.8762 -2.9834 0.8251 -0.583
C 0.1355 -2.3665 0.0738 0.405
C 0.9150 -3.1705 -0.6915 -0.558
C 1.9607 -2.6276 -1.5212 1.672
C 2.9015 -3.3388 -2.2497 -0.795
C 3.8457 -2.6408 -2.9794 -0.288
C 3.8360 -1.2489 -2.9685 -0.833
C 2.8865 -0.6001 -2.2111 -0.037
N 1.9685 -1.2769 -1.5148 -0.358
H -1.4709 -5.0813 1.0235 0.487
H -1.5763 -2.4887 1.4818 0.448
H 2.8924 -4.4202 -2.2191 0.420
H 4.5962 -3.1747 -3.5471 0.450
H 4.5584 -0.6753 -3.5306 0.423
H 2.8463 0.4808 -2.1480 0.492
C -4.0937 5.4638 -3.1896 -1.244
C -4.2058 3.9423 -3.2592 0.000
C -3.9548 3.2469 -1.9221 -0.426
C -2.5515 3.4564 -1.3639 -0.992
N -1.5024 3.0467 -2.3040 -0.111
C -1.0301 1.8114 -2.4429 0.303
S -1.5756 0.5204 -1.4549 -0.401
N -0.1007 1.5915 -3.3888 0.153
C 0.5098 2.6121 -4.2413 -1.311
C -0.3592 3.0760 -5.4134 0.146
C -0.4120 2.0979 -6.5886 -0.627
C -1.2545 0.8481 -6.3318 -0.970
H -4.4295 5.9197 -4.1211 0.379
H -3.0666 5.7972 -3.0162 0.289
H -4.7138 5.8630 -2.3836 0.317
H -3.5123 3.5537 -4.0134 -0.129
H -5.2059 3.6699 -3.5998 0.375
H -4.1323 2.1742 -2.0269 0.257
H -4.6626 3.6249 -1.1784 0.448
H -2.4232 2.8829 -0.4492 0.140
H -2.3775 4.5082 -1.1390 0.477
H -1.2361 3.7309 -2.9940 0.312
H 0.1359 0.6260 -3.5346 0.244
H 1.4375 2.1891 -4.6289 0.502
H 0.7855 3.4624 -3.6121 0.453
H 0.0493 4.0278 -5.7618 0.381
H -1.3818 3.2699 -5.0720 -0.162
H 0.6077 1.8086 -6.8624 0.318
H -0.8271 2.6298 -7.4460 0.348
H -0.7823 0.1654 -5.6227 0.208
H -1.4084 0.2952 -7.2587 0.385
H -2.2388 1.1129 -5.9381 0.216
O 1.2456 0.0133 2.9605 -0.598
C 0.2047 0.4901 2.5855 0.421
O -0.1127 0.6980 1.3005 -0.637
C -0.8705 0.9004 3.5439 0.152
C -2.1532 1.1961 3.0894 -0.233
C -3.1639 1.4674 3.9976 -0.619
C -2.8625 1.4364 5.3451 0.175
C -1.5928 1.1645 5.8163 -0.476
C -0.5886 0.8954 4.9037 -0.537
N -3.9484 1.6795 6.3203 0.976
O -3.7130 1.4509 7.4867 -0.581
O -5.0069 2.0836 5.8878 -0.587
H -2.3534 1.2009 2.0263 0.445
H -4.1716 1.6879 3.6783 0.486
H -1.4088 1.1577 6.8806 0.487
H 0.4147 0.6688 5.2377 0.507

***

68
Properties=species:S:1:pos:R:3:mulliken_charge:R:1 method="wB97M-V/def2-TZVPD" charge=+1 gap_ha="0.12612 / 0.12543" homo_energy_ev="-8.0176 / -7.9989"
Co 0.0476 -0.7520 1.3549 0.128
C -0.7014 3.3901 2.1417 -1.266
C 0.1383 2.2664 2.1640 -0.145
N -0.4293 1.2449 1.5344 -0.482
N -1.6301 1.6735 1.1082 0.720
C -1.8239 2.9583 1.4655 -0.432
B -2.5622 0.6569 0.4152 0.541
N -2.8234 -0.4973 1.4166 -0.014
C -4.0007 -0.9285 1.9060 -0.230
C -3.7578 -1.9127 2.8369 -1.353
C -2.3626 -2.0182 2.8633 -0.062
N -1.8072 -1.1635 2.0147 0.179
N -1.5202 -1.2896 -1.0697 0.978
C -2.0908 -2.2155 -1.8639 -0.246
C -1.4640 -3.4154 -1.6105 -1.143
C -0.5141 -3.1095 -0.6265 -0.295
N -0.5505 -1.8204 -0.3109 -0.466
H -0.5205 4.3629 2.5654 0.433
H 1.1125 2.1508 2.6131 0.505
H -2.7445 3.4683 1.2289 0.546
H -3.6165 1.2153 0.1559 -0.156
H -4.9274 -0.4988 1.5632 0.442
H -4.4749 -2.4685 3.4154 0.427
H -1.7492 -2.6898 3.4413 0.450
H -2.8995 -1.9676 -2.5330 0.432
H -1.6639 -4.3685 -2.0682 0.446
H 0.1887 -3.7597 -0.1313 0.485
N 4.1446 -0.5974 0.5582 -0.044
C 4.4874 0.0185 -0.6580 -0.366
C 5.8144 0.0697 -1.0513 -0.777
C 6.1718 0.6762 -2.2481 -0.556
C 5.1988 1.2310 -3.0603 -0.813
C 3.8672 1.1772 -2.6664 -0.516
C 3.5100 0.5788 -1.4710 1.202
S 1.8043 0.5606 -0.9962 -0.304
N 1.8048 -0.3293 0.4440 0.317
C 2.8682 -0.7577 1.0233 0.638
C 2.6553 -1.4558 2.2957 0.855
C 3.6628 -2.0413 3.0590 -0.970
C 3.3400 -2.6417 4.2550 -0.550
C 2.0077 -2.6244 4.6652 -0.992
C 1.0681 -2.0294 3.8576 -0.162
N 1.3635 -1.4608 2.6685 -0.026
H 4.8993 -0.9678 1.1038 0.014
H 6.5748 -0.3681 -0.4139 0.388
H 7.2129 0.7116 -2.5389 0.390
H 5.4683 1.7051 -3.9943 0.394
H 3.0963 1.6114 -3.2937 0.370
H 4.6941 -2.0402 2.7313 0.365
H 4.1043 -3.1070 4.8623 0.436
H 1.7062 -3.0703 5.6030 0.437
H 0.0305 -1.9785 4.1533 0.482
C -2.3003 3.4161 -2.0611 -0.571
Si -2.9144 2.2241 -3.2786 0.372
C -1.7269 1.3584 -4.3429 -0.738
C -4.6104 1.5993 -3.1159 -0.886
C -1.8085 0.1268 -0.9509 0.975
H -1.9402 4.3435 -2.5186 0.463
H -1.4576 2.9555 -1.5312 0.062
H -3.0802 3.6673 -1.3418 0.249
H -1.6270 1.8206 -5.3314 0.426
H -2.0521 0.3264 -4.4918 0.330
H -0.7456 1.3671 -3.8637 0.164
H -5.0416 1.2819 -4.0670 0.410
H -5.2648 2.3452 -2.6620 0.377
H -4.5661 0.7350 -2.4428 0.286
H -0.8613 0.6602 -1.0529 -0.443
H -2.4111 0.3907 -1.8263 -1.110

***

63
Properties=species:S:1:pos:R:3:mulliken_charge:R:1 method="wB97M-V/def2-TZVPD" gap_ha=0.33940 homo_energy_ev=-8.6166
C 2.7281 -2.8713 0.7797 -0.757
C 2.6358 -3.3484 2.1962 1.114
C 3.6201 -4.1667 2.7311 -0.889
C 3.5563 -4.5796 4.0514 0.201
C 2.5179 -4.1767 4.8735 -0.661
C 1.5265 -3.3697 4.3477 -0.502
C 1.5732 -2.9624 3.0213 -0.135
O 0.5723 -2.1329 2.5516 -0.215
C -0.3645 -2.7570 1.6700 0.210
C -1.7140 -2.9701 2.3613 -1.430
H -2.3997 -3.4497 1.6678 0.405
H -2.1416 -2.0277 2.6898 0.232
H -1.5807 -3.6152 3.2271 0.451
C -0.5379 -1.9784 0.3586 0.560
O -0.4452 -2.5840 -0.6979 -0.676
N -0.8316 -0.6640 0.3921 0.380
C -0.9123 0.1665 1.5740 -0.588
H -0.5087 -0.3951 2.4129 0.464
H -1.9643 0.4075 1.7759 0.101
C -0.1188 1.4744 1.4292 -0.630
H 0.1321 1.8264 2.4296 0.525
H -0.7270 2.2472 0.9553 0.263
C 1.1671 1.3108 0.6115 -0.862
N 0.9217 1.5245 -0.8054 0.158
C 1.1910 2.7507 -1.2991 0.450
O 1.7345 3.6120 -0.6275 -0.693
C 0.8450 3.0854 -2.7599 0.474
C 1.9270 2.5439 -3.6933 -1.563
H 2.8860 2.9699 -3.4128 0.420
H 1.9892 1.4608 -3.6346 0.252
H 1.6960 2.8262 -4.7173 0.434
O -0.4064 2.6044 -3.2191 -0.516
C -1.5427 2.9574 -2.5531 0.556
C -1.5889 3.8183 -1.4641 -0.660
C -2.7938 4.0847 -0.8325 -0.845
C -3.9519 3.4915 -1.2960 0.159
C -3.9202 2.6449 -2.3944 -0.830
C -2.7258 2.3688 -3.0332 1.308
C -2.6656 1.4536 -4.2153 -1.407
H -2.1269 1.9331 -5.0301 0.303
H -2.1271 0.5416 -3.9604 0.217
H -3.6642 1.1896 -4.5504 0.437
H -4.8345 2.1969 -2.7513 0.414
Cl -5.4590 3.8052 -0.5032 -0.239
H -2.8224 4.7510 0.0148 0.460
H -0.6960 4.2925 -1.0907 0.488
H 0.8565 4.1848 -2.8151 0.436
C 0.3234 0.4141 -1.5079 -0.391
H 0.1648 0.6692 -2.5520 0.430
C -1.0173 -0.0112 -0.8894 -1.435
H -1.6787 0.8467 -0.7636 0.325
H -1.4846 -0.7349 -1.5625 0.495
H 1.0028 -0.4456 -1.4585 0.246
H 1.5892 0.3140 0.7574 -0.072
H 1.8987 2.0596 0.9202 0.549
H 0.0207 -3.7396 1.3704 0.490
H 0.7056 -3.0391 4.9653 0.469
H 2.4825 -4.4926 5.9037 0.425
Cl 4.8000 -5.6009 4.6822 -0.223
H 4.4484 -4.4787 2.1136 0.426
H 2.0510 -3.4258 0.1299 0.329
H 3.7399 -2.9903 0.4020 0.474
H 2.4490 -1.8202 0.7235 -0.313

***

124
Properties=species:S:1:pos:R:3:mulliken_charge:R:1 method="wB97M-V/def2-TZVPD" charge=-1 gap_ha=0.29282 homo_energy_ev=-6.6754
C 5.5674 1.7693 -0.3115 -0.841
C 3.9231 1.4888 -0.2860 -0.107
P 3.3897 -0.0310 -1.3285 0.486
N 3.0358 -1.5469 -2.1858 -0.655
C 3.3938 1.1561 -2.8247 -0.391
S 2.8729 0.4073 -4.4564 0.944
O 2.5422 1.5638 -5.4331 -0.645
O 3.9573 -0.5125 -5.1214 -0.672
S 1.2956 0.3355 -0.8133 1.106
O 0.5269 0.7306 -2.1346 -0.626
O 1.1409 1.6049 0.1136 -0.755
C 0.4918 -1.0716 0.1191 0.360
F 0.7657 -0.9715 1.6023 -0.106
F 0.7881 -2.4299 -0.3900 -0.144
C -1.1697 -0.9123 0.0017 0.434
F -1.6219 0.4948 -0.0629 -0.025
F -1.6944 -1.4565 1.3057 -0.286
C -1.8296 -1.8505 -1.1729 0.458
F -1.1609 -1.7653 -2.4912 -0.184
F -2.0183 -3.2513 -0.6718 -0.193
F -3.2316 -1.3284 -1.3857 -0.253
O 5.0774 -0.4677 -1.6777 -0.583
C 5.6403 -1.5773 -0.8376 -0.668
C 4.3962 -2.1258 0.0808 0.069
Cl 5.0283 -2.1331 1.8572 -0.188
O 3.3710 -1.0314 0.1398 -0.391
H 5.7074 2.7634 0.3348 0.347
H 6.1874 0.9402 0.2332 0.143
H 5.9544 2.0434 -1.3890 0.182
H 3.6506 1.2646 0.8391 0.119
H 3.4499 2.5180 -0.6623 0.336
H 2.0640 -1.6081 -2.5554 0.112
H 3.7616 -1.8283 -2.8757 0.318
H 4.5244 1.5113 -2.9649 0.381
H 2.7195 2.1303 -2.6769 0.307
H 1.6636 -0.3089 -4.2595 0.107
H 6.2234 -2.3126 -1.5418 0.199
H 6.4851 -1.2215 -0.0726 0.186
H 4.0375 -3.1890 -0.2636 0.324
C 4.4092 -4.0223 5.7568 -0.084
Cl 3.5704 -4.6465 4.3262 0.002
Cl 5.7797 -3.0055 5.2801 -0.063
Cl 3.2899 -3.1146 6.7876 -0.007
H 4.7927 -4.8711 6.3288 0.172
C 2.8739 -7.0408 7.8421 -0.228
Cl 4.1156 -5.9023 8.3912 -0.087
Cl 1.2595 -6.3313 8.0143 -0.004
Cl 3.1674 -7.5187 6.1614 -0.087
H 2.9256 -7.9351 8.4684 0.398
C -3.9441 1.9424 -1.8648 1.089
Cl -3.3561 3.6137 -1.8935 -0.113
Cl -5.2665 1.7681 -0.6984 -0.119
Cl -4.4695 1.4398 -3.4806 -0.143
H -3.1219 1.2934 -1.5527 -0.780
C -0.0075 -6.8845 4.0839 0.629
Cl -0.8126 -5.3084 3.9979 -0.039
Cl -1.2005 -8.1944 4.0646 -0.155
Cl 1.1417 -7.0700 2.7481 -0.119
H 0.5466 -6.9373 5.0246 -0.297
C -0.7043 4.7316 -4.4371 0.431
Cl -1.0551 4.2598 -6.1086 -0.066
Cl 1.0411 4.9198 -4.1971 -0.129
Cl -1.5544 6.2297 -4.0219 -0.108
H -1.0596 3.9389 -3.7738 -0.119
C -1.5938 -3.6982 7.5277 0.082
Cl -2.5747 -3.4507 8.9823 -0.144
Cl 0.1309 -3.5588 7.9092 -0.045
Cl -1.9448 -5.2758 6.8015 -0.116
H -1.8500 -2.9210 6.8032 0.204
C 7.7925 -1.9430 8.4875 -0.120
Cl 6.9874 -0.3669 8.4015 -0.113
Cl 6.5995 -3.2529 8.4682 -0.010
Cl 8.9417 -2.1284 7.1516 -0.115
H 8.3466 -1.9957 9.4282 0.357
C 2.5957 -11.7880 7.0593 -0.001
Cl 2.2449 -12.2598 5.3878 -0.115
Cl 4.3411 -11.5998 7.2993 -0.128
Cl 1.7456 -10.2899 7.4745 -0.067
H 2.2404 -12.5807 7.7227 0.328
C -4.2075 3.7882 -8.1884 0.350
Cl -5.0126 5.3643 -8.2744 -0.097
Cl -5.4005 2.4784 -8.2077 -0.160
Cl -3.0583 3.6028 -9.5242 -0.105
H -3.6534 3.7355 -7.2477 0.000
C -2.7957 2.2604 2.7146 0.391
Cl -3.6848 3.4831 1.7903 -0.089
Cl -2.5692 2.7901 4.3902 -0.172
Cl -3.6418 0.7045 2.6630 -0.122
H -1.8110 2.1322 2.2579 -0.033
C -5.8128 5.3791 4.5804 0.547
Cl -6.8065 5.8156 3.1798 -0.140
Cl -5.1305 6.8295 5.3354 -0.138
Cl -6.7647 4.4554 5.7551 -0.137
H -4.9881 4.7503 4.2349 -0.169
C -7.5987 8.3248 0.2816 0.540
Cl -6.0564 9.1666 0.0530 -0.122
Cl -8.9161 9.4889 0.5030 -0.136
Cl -7.9352 7.2584 -1.0928 -0.092
H -7.5259 7.7116 1.1834 -0.159
C -6.7370 7.8972 -5.7839 -0.053
Cl -4.9827 7.6787 -5.6650 -0.017
Cl -7.4309 6.7437 -6.9361 -0.139
Cl -7.4955 7.7194 -4.1925 -0.082
H -6.9342 8.9086 -6.1483 0.305
C -0.6283 -6.5274 -2.4675 -0.094
Cl -1.6220 -6.0908 -3.8681 -0.141
Cl 0.0540 -5.0769 -1.7124 0.018
Cl -1.5803 -7.4511 -1.2928 -0.127
H 0.1963 -7.1561 -2.8129 0.320
C -1.6012 8.6650 -7.7300 -0.108
Cl -0.0788 7.8001 -7.4587 -0.097
Cl -2.8956 7.5297 -8.1485 -0.015
Cl -2.0427 9.6117 -6.2989 -0.125
H -1.4620 9.3526 -8.5682 0.343
C 1.7429 0.0599 4.7698 -0.292
Cl 0.9378 1.6360 4.6838 -0.121
Cl 0.5499 -1.2500 4.7505 -0.040
Cl 2.8921 -0.1255 3.4339 -0.029
H 2.2970 0.0072 5.7105 0.364
C -3.4434 0.9852 -12.9940 0.021
Cl -4.4243 1.2327 -11.5393 -0.059
Cl -1.7187 1.1246 -12.6124 -0.119
Cl -3.7944 -0.5924 -13.7201 -0.134
H -3.6996 1.7624 -13.7185 0.289

***

67
Properties=species:S:1:pos:R:3:mulliken_charge:R:1 method="wB97M-V/def2-TZVPD" multiplicity=2 gap_ha="0.26126 / 0.26991" homo_energy_ev="-6.6725 / -6.9360"
Co -0.1270 0.1233 -0.2029 -0.127
C 0.4282 1.2613 3.8384 -1.327
C -0.4502 1.2778 2.6224 0.766
O -0.6372 0.2851 1.9287 -0.420
N -1.0702 2.4544 2.3490 -0.075
C -1.8454 2.6191 1.1272 -1.147
C -0.9872 3.0672 -0.0274 0.698
C -1.1260 4.3431 -0.5521 -0.839
C -0.2851 4.7591 -1.5719 -0.491
C 0.7153 3.8952 -1.9839 -1.037
C 0.7904 2.6435 -1.4024 -0.591
N -0.0674 2.2023 -0.4776 1.244
H 0.5542 0.2351 4.1734 0.355
H 0.0238 1.8745 4.6434 0.448
H 1.4045 1.6549 3.5452 0.150
H -0.7574 3.2865 2.8206 0.244
H -2.6372 3.3446 1.3059 0.511
H -2.2935 1.6501 0.9035 -0.047
H -1.8858 5.0084 -0.1632 0.448
H -0.4023 5.7379 -2.0177 0.410
H 1.4288 4.1873 -2.7416 0.478
H 1.5710 1.9515 -1.6857 0.640
Cl -3.2242 -0.5756 -3.3129 -0.229
C -2.3833 -1.9598 -2.6564 1.003
C -2.2533 -3.0716 -3.4713 -0.709
C -1.6492 -4.2187 -2.9832 -0.494
C -1.1762 -4.2282 -1.6757 -0.799
C -1.3054 -3.1104 -0.8779 -0.316
C -1.9060 -1.9216 -1.3360 -0.337
C -1.9893 -0.7633 -0.4617 -1.283
H -2.6404 -3.0478 -4.4818 0.440
H -1.5566 -5.0972 -3.6083 0.400
H -0.7085 -5.1209 -1.2781 0.391
H -0.9175 -3.1107 0.1342 0.352
H -2.1683 -1.0364 0.5770 0.625
H -2.6870 -0.0040 -0.8124 0.620
N 1.1401 -1.6278 -6.1497 -0.548
C 0.8689 -1.2022 -4.8733 1.087
C 1.3959 -1.8631 -3.7595 -0.718
C 1.1226 -1.3853 -2.4975 -0.781
N 0.3791 -0.2985 -2.2676 0.896
C -0.1111 0.3427 -3.3290 -0.746
C 0.1080 -0.0561 -4.6287 -0.845
H 1.4800 -2.5676 -6.2520 0.204
H 0.5319 -1.3085 -6.8830 0.207
H 2.0021 -2.7515 -3.8833 0.341
H 1.5086 -1.8813 -1.6169 0.449
H -0.7186 1.2160 -3.1300 0.627
H -0.3080 0.5137 -5.4501 0.310
S 3.0481 2.4184 1.2855 -0.399
C 4.4637 1.5403 1.1120 0.099
N 4.8543 0.6287 2.0148 -0.129
C 6.0161 -0.2303 1.8505 -0.642
C 7.0823 0.4984 1.0508 -0.582
C 6.4635 0.9937 -0.2458 -0.617
N 5.2802 1.7760 0.0621 -0.138
H 4.1173 0.2546 2.5915 0.317
H 5.7366 -1.1675 1.3582 0.280
H 6.3914 -0.4804 2.8434 0.372
H 7.9181 -0.1667 0.8389 0.344
H 7.4424 1.3531 1.6271 0.305
H 6.2129 0.1397 -0.8858 0.276
H 7.1682 1.6216 -0.7918 0.381
H 4.9353 2.4402 -0.6066 0.217
O 2.8508 -1.4991 2.2001 -0.782
C 2.1013 -1.2202 1.3021 0.590
N 1.3563 -0.9426 0.4216 -0.329